Here is a molecular structure, C32H41IrN12O2Se from OMol25. Energies are from ωB97M-V with the def2-TZVPD basis set.

Expectation value of S²: 6.01
Spin multiplicity: 5
Kohn-Sham gap (alpha / beta) in eV: 6.59 / 6.38
Net charge: -2
Relative energy (zero: lowest compared OMol25 entry of this formula, charge and spin) in kJ/mol: 38.3

Atoms and positions in Å:
Ir 1.8434 -1.5710 -0.8452
Se 1.0989 0.8337 0.4754
O 0.6849 -2.2409 0.9327
O 0.1536 -0.7206 -1.9373
N 3.5591 -1.0394 0.5839
N -0.3176 -4.6740 -3.0134
N 5.4904 -0.5984 1.5372
N 5.5587 -1.7089 -0.5632
N 3.7221 -1.6707 -2.1357
N 4.8302 -2.2141 -3.8887
N 5.7249 -2.1756 -2.8805
N -0.7957 -5.6475 -5.2161
N 3.3494 -0.4348 1.7733
N 4.4820 -0.1820 2.3223
N 3.6521 -1.9376 -3.4577
N 1.3580 -3.4720 -1.7262
C -0.0563 1.4162 -0.9622
C 0.1885 -1.5223 1.8869
C -0.5749 0.2834 -4.5905
C -2.7188 1.7413 4.5727
C 0.1013 -0.1073 1.8296
C -0.4403 2.7470 -1.0258
C -0.1486 0.5406 -2.0634
C -0.4319 0.6545 2.8544
C -1.4378 -0.9855 -4.4803
C -0.8028 -4.1041 4.6121
C -0.5040 5.4485 -3.3479
C -1.5305 0.9311 5.1123
C -2.8632 4.7882 -2.8168
C -0.1929 -3.6421 3.2854
C -1.0103 2.4276 -3.3063
C -0.8757 -1.3280 4.0694
C -0.3266 -2.1281 3.0828
C 0.5705 -4.0258 -2.3989
C 4.8897 -1.1274 0.4818
C 0.8835 -0.1026 -4.8920
C -1.4073 4.7311 -2.3322
C -0.9623 3.2754 -2.1935
C -1.0940 1.0857 -5.7881
C 1.3022 -4.0093 3.3060
C -0.5204 -5.1602 -4.1960
C -2.0186 0.1037 6.3038
C -1.3192 5.4841 -1.0027
C -0.9085 -4.4108 2.1606
C -0.6114 1.1037 -3.2978
C -0.4463 1.8940 5.6224
C 5.0117 -1.8440 -1.8193
C -0.9549 0.0642 3.9935
H -0.5621 4.9766 -4.3295
H -0.6867 -5.1874 4.6918
H -1.8703 -3.8733 4.6627
H -1.6759 6.5092 -1.1308
H 1.2887 -0.7619 -4.1321
H -0.3136 3.3483 -0.1344
H 0.9469 -0.6276 -5.8485
H -2.8022 -0.5972 6.0089
H -1.3871 -1.5516 -5.4142
H -0.3019 -3.6484 5.4698
H -3.1457 2.3793 5.3536
H 1.4286 -5.0854 3.4627
H 1.8115 -3.4751 4.1118
H 0.4236 1.3312 5.9650
H -0.8371 -5.4886 2.3375
H -0.2888 5.5245 -0.6460
H -1.2549 -1.8111 4.9591
H 1.7686 -3.7358 2.3628
H -1.9660 -4.1352 2.1282
H -0.8245 2.4953 6.4557
H -3.1930 5.8256 -2.9323
H -0.4163 1.7330 2.7392
H -2.4822 -0.7228 -4.2895
H 0.5351 5.4079 -3.0163
H -3.5180 4.2953 -2.0954
H -3.4979 1.0683 4.2091
H -2.9809 4.2859 -3.7775
H -1.3697 2.8424 -4.2406
H -0.1159 2.5686 4.8322
H -0.4598 -4.1825 1.1985
H -2.1338 1.3959 -5.6509
H -2.4083 2.3752 3.7414
H -1.9330 4.9990 -0.2414
H -1.0444 0.4506 -6.6747
H -0.7963 6.4983 -3.4539
H -0.4814 1.9715 -5.9757
H 1.5109 0.7910 -4.9435
H -1.0843 -1.6186 -3.6730
H -2.4300 0.7698 7.0668
H -1.1977 -0.4576 6.7545
H 6.5615 -1.6515 -0.5317

---

Here is a molecular structure, C6H9N3 from OMol25. Energies are from ωB97M-V with the def2-TZVPD basis set.

Kohn-Sham gap in eV: 9.70
Relative energy (zero: lowest compared OMol25 entry of this formula, charge and spin) in kJ/mol: 562.6

Atoms and positions in Å:
N -21.2916 -22.8709 -15.3698
N -14.7843 -24.8255 -15.2282
N -18.2469 -23.4021 -14.9272
C -16.3414 -23.1701 -14.0219
C -20.5237 -23.4294 -13.6800
C -19.2650 -23.3778 -14.4355
C -22.1503 -22.1678 -15.8041
C -23.1961 -21.3426 -16.4298
C -15.5117 -24.0842 -14.7305
H -16.9311 -23.6131 -13.2193
H -23.2653 -20.4257 -15.8445
H -15.6691 -22.4787 -13.5138
H -21.1443 -22.5643 -13.9134
H -24.1081 -21.9340 -16.3490
H -20.4522 -23.5095 -12.5953
H -22.9474 -21.1415 -17.4719
H -17.0564 -22.6882 -14.6887
H -21.0535 -24.2504 -14.1631

---

Here is 2 unconnected molecules or ions with the total composition CH2N5O3 from OMol25. Energies are from ωB97M-V with the def2-TZVPD basis set.

Kohn-Sham gap in eV: 7.27
Net charge: -1
Relative energy (zero: lowest compared OMol25 entry of this formula, charge and spin) in kJ/mol: 176.1

Atoms and positions in Å:
O -0.3155 -3.0198 0.2633
O -3.7950 2.1219 1.3034
O -0.8759 1.2403 -1.6955
N -1.7287 0.4296 -1.5053
N -2.8949 0.9989 -0.4596
N -0.7403 -0.8528 -0.1916
N 0.1383 -0.3838 0.8577
N -0.8781 -2.0634 -0.4165
C -3.2291 1.6418 0.4247
H 0.4990 -1.1307 1.4736
H 0.1034 0.5997 1.1465

---

Here is a molecular structure, C4H8NO from OMol25. Energies are from ωB97M-V with the def2-TZVPD basis set.

Kohn-Sham gap in eV: 9.22
Net charge: +1
Relative energy (zero: lowest compared OMol25 entry of this formula, charge and spin) in kJ/mol: 385.6

Atoms and positions in Å:
O 0.4906 -0.8845 2.7753
N -0.9883 -2.0311 1.1508
C 0.5713 1.6821 -1.7663
C 0.5029 1.5973 -0.3353
C 0.0883 -0.9172 1.6891
C 0.2558 0.3224 0.2073
H 0.4252 -0.5325 -0.5170
H 0.4593 2.5043 0.2025
H 0.3962 0.6992 -2.2413
H -0.3861 -2.3747 0.4706
H -0.2543 2.4014 -2.1722
H -1.1457 -2.8414 1.9041
H 1.4618 2.2263 -2.1779
H -1.8770 -1.8516 0.8102

---

Here is 10 unconnected molecules or ions with the total composition C72H160Br2N8 from OMol25. Energies are from ωB97M-V with the def2-TZVPD basis set.

Kohn-Sham gap in eV: 5.54
Net charge: +6
Relative energy (zero: lowest compared OMol25 entry of this formula, charge and spin) in kJ/mol: 0.0

Atoms and positions in Å:
Br -11.7598 2.0824 2.0792
Br -17.7875 1.5208 -1.2023
N -11.9081 9.2973 -5.8661
N -18.0907 1.4585 -6.6441
N -9.3602 1.7374 -6.6357
N -7.9103 3.6013 -0.0762
N -14.3733 5.0669 0.2226
N -22.7409 0.3624 6.8175
N -16.0772 1.2902 9.5717
N -12.7487 6.3446 10.9857
C -20.0304 0.6162 3.9308
C -15.9654 4.8199 4.9399
C -8.2123 0.9128 -6.1222
C -10.3152 5.9611 3.0182
C -17.3052 1.3717 10.4673
C -19.5289 -1.9205 -5.4189
C -10.0579 0.8990 -7.7250
C -15.7310 0.8578 5.6400
C -19.4677 3.3086 -6.0045
C -23.7343 1.3119 6.2357
C -13.9272 6.4558 0.5397
C -16.4679 1.0143 8.1109
C -11.4471 6.8400 10.4077
C -22.0309 0.9888 7.9990
C -17.5018 2.0269 -5.3461
C -10.3718 2.1974 -5.5809
C -19.5351 1.8305 3.1835
C -15.6627 4.9763 2.4114
C -15.1806 4.2316 -1.9540
C -17.6311 -0.1045 10.7852
C -18.7340 2.7125 -7.1829
C -8.0500 2.0894 -0.1218
C -10.0976 3.6917 -5.4234
C -20.4543 -2.5214 -6.4932
C -11.1933 8.1971 11.1144
C -10.7179 -2.9255 -6.9884
C -14.4263 9.0823 -5.8726
C -15.3124 0.9404 7.1324
C -15.5716 5.0338 -0.7423
C -17.0104 1.0336 -7.6143
C -15.2438 2.5530 9.7230
C -18.4757 -0.9609 -6.0175
C -24.0084 -0.2052 8.8058
C -13.1775 9.3567 -6.7066
C -12.6426 6.7047 12.4806
C -14.5479 1.0444 4.6654
C -10.7212 9.8212 -6.6723
C -12.0481 8.1347 12.4110
C -16.2751 -0.8225 10.8169
C -8.6953 3.9640 -5.9735
C -18.4381 3.1673 -4.8992
C -10.0004 -1.6630 -7.5239
C -9.5218 9.0626 -6.1279
C -16.0022 4.0799 3.6062
C -8.4899 4.1613 1.2248
C -13.2729 4.3905 -0.5967
C -10.7903 -0.3766 -7.1730
C -13.7185 4.5913 -2.0264
C -8.2856 5.6350 1.5393
C -15.1182 10.2487 -5.1267
C -12.9313 4.8726 10.9410
C -9.1691 2.9055 -2.0568
C -8.8363 6.0694 2.8657
C -6.4601 4.0048 -0.2846
C -14.0830 6.8928 8.8865
C -15.2706 0.1114 10.1452
C -8.7184 4.1384 -1.2877
C -11.9294 10.0435 -4.5299
C -21.0369 1.0744 5.0206
C -23.4573 -0.7662 7.5321
C -13.9422 7.0721 10.4216
C -11.5863 7.8321 -5.5359
C -14.6238 4.3113 1.5488
C -9.1667 1.7701 -1.0858
C -10.0669 7.6853 -5.7244
C -16.7127 6.5713 9.1388
C -16.5396 9.8596 -4.6989
C -22.8766 0.7333 9.2787
C -8.8051 3.0530 -7.1989
C -15.5012 7.2238 8.4301
C -19.0942 0.3731 -6.3436
C -21.7472 -0.0686 5.7455
H -11.4060 8.3394 13.2655
H -5.9795 3.6525 0.6287
H -6.0776 3.5642 -1.1954
H -14.7938 3.2607 1.3150
H -15.2741 2.7632 10.7916
H -11.3419 9.0867 10.5114
H -8.3044 5.7425 3.7707
H -16.7191 5.6118 4.8458
H -19.4754 2.4822 -7.9542
H -24.1628 -1.2321 6.8411
H -11.4765 6.9500 9.3265
H -17.0496 1.9333 11.3587
H -14.7949 -0.0019 7.3301
H -10.8923 -0.4928 -6.0911
H -22.4312 -0.5372 5.0342
H -20.3502 2.6952 -5.8258
H -7.8890 3.6256 -5.3207
H -24.0065 0.9997 5.2298
H -17.2212 9.8439 -5.5493
H -18.1307 1.7863 9.8921
H -15.0159 5.2764 5.2076
H -21.1117 -0.8661 6.1270
H -16.3676 4.1576 5.7108
H -7.3292 1.0961 -6.7282
H -15.2116 5.9047 2.7707
H -16.4439 0.2035 -7.2089
H -14.3888 8.2034 -5.2203
H -9.9176 -1.6746 -8.6154
H -15.4071 3.1725 -1.8038
H -19.8465 4.3150 -6.1675
H -10.7479 5.7339 3.9943
H -8.1389 1.5924 0.8395
H -10.2086 1.6759 -4.6398
H -8.7044 6.2395 0.7245
H -18.5780 1.6893 2.6648
H -13.5692 6.6903 13.0409
H -13.0969 8.6185 -7.5014
H -13.1589 3.8958 -2.6609
H -13.7677 4.5864 11.5752
H -8.7283 8.9289 -6.8594
H -8.9559 -1.6782 -7.2052
H -22.3686 0.2352 10.1013
H -13.1046 6.3701 1.2445
H -8.4240 2.7621 -2.8519
H -23.3252 2.3174 6.1200
H -12.3103 11.0174 -4.8237
H -13.9259 1.8753 4.9984
H -10.9851 -2.7444 -5.9492
H -16.9323 5.6440 8.5973
H -17.0551 0.0964 8.1542
H -9.5466 7.2159 -4.8851
H -17.5637 7.2105 8.9179
H -12.1011 7.1130 -6.1674
H -9.2776 0.7468 -1.4342
H -6.4614 5.0867 -0.1868
H -11.8220 7.6083 -4.4993
H -13.5935 5.5939 -2.4435
H -9.0635 9.5077 -5.2449
H -15.8584 6.0721 -0.9341
H -8.4909 7.0925 3.0738
H -21.1131 0.4172 8.1562
H -15.7298 4.4352 -2.8743
H -15.9338 -1.0603 11.8217
H -14.7928 7.0219 0.8707
H -15.2594 3.2841 3.7082
H -17.5042 0.8809 -8.5697
H -16.9460 3.5693 3.4237
H -15.5899 6.9277 7.3777
H -14.5892 0.5350 10.8811
H -10.0627 -3.7922 -7.0551
H -19.3685 2.7045 3.8160
H -13.1592 3.3423 -0.3178
H -19.0286 -2.8191 -5.0420
H -10.7848 6.9196 2.7529
H -21.7680 1.6680 4.4688
H -15.1755 11.0650 -5.8504
H -16.3430 -1.7634 10.2740
H -7.2320 5.9245 1.4797
H -19.2446 0.0542 4.4394
H -7.1527 1.7258 -0.6320
H -18.2831 -0.5716 10.0509
H -17.9702 3.2704 -7.7225
H -10.0768 1.8690 -0.4622
H -20.6117 -0.0411 3.2835
H -16.5376 2.5382 -5.3759
H -10.1550 8.1810 11.4412
H -11.3604 1.9773 -5.9704
H -21.2123 -3.1096 -5.9766
H -19.9160 -3.1825 -7.1652
H -14.6004 10.6043 -4.2352
H -13.9148 0.1618 4.7774
H -13.1506 10.3406 -7.1728
H -13.7575 5.8980 8.5769
H -14.7663 6.6435 10.9865
H -9.2456 0.5315 -8.3449
H -16.5379 5.2294 1.8109
H -8.5248 -0.0909 -5.8672
H -9.5429 3.8845 1.1775
H -18.9092 2.9171 -3.9458
H -16.9400 10.5500 -3.9623
H -23.2998 1.6714 9.6320
H -20.5134 1.7401 5.7137
H -11.7507 -0.3062 -7.6772
H -12.7829 8.9381 12.4370
H -7.8892 1.4179 -5.2048
H -11.5443 -3.1568 -7.6582
H -15.5863 3.4583 9.2284
H -16.3148 -0.0643 5.5754
H -10.7726 4.2190 -6.1102
H -10.4171 4.1380 -4.4817
H -17.3813 1.2935 -4.5482
H -13.3746 7.6131 8.4777
H -10.8467 5.2443 2.3815
H -19.7162 0.7918 -5.5536
H -16.4999 1.6054 5.4028
H -10.8369 9.5323 -7.7156
H -16.4807 4.6562 -0.2691
H -24.9331 0.3341 8.6100
H -10.5183 10.8869 -6.5962
H -10.8487 1.5507 -8.0826
H -18.1173 -0.0691 11.7593
H -19.7972 0.3062 -7.1786
H -13.5813 6.9075 -0.3899
H -20.9641 -1.6828 -6.9715
H -9.5535 3.3256 -7.9404
H -8.0496 4.7729 -1.8651
H -17.9471 4.1205 -4.7013
H -7.8548 2.8091 -7.6657
H -14.6852 -0.3392 9.3504
H -16.4781 8.8365 -4.3161
H -12.0085 4.3959 11.2672
H -12.3233 4.8651 -0.3454
H -20.0074 -1.5224 -4.5250
H -22.6945 -1.5417 7.6453
H -14.8062 1.1241 3.6146
H -12.6367 9.5319 -3.8840
H -17.1708 1.8349 7.9414
H -24.6302 1.5074 6.8221
H -11.8009 6.0854 12.7804
H -9.7552 6.9519 -6.4751
H -8.1502 3.4440 1.9739
H -14.5676 1.7244 7.2738
H -14.2576 2.1768 9.4681
H -13.1182 4.4287 9.9633
H -13.8546 8.1449 10.5677
H -16.3271 1.8753 -7.7133
H -10.1342 2.9997 -2.5546
H -20.1110 2.0413 2.2794
H -15.1901 8.7802 -6.5977
H -13.5971 4.3759 1.9157
H -17.9280 -1.4709 -6.8106
H -21.7623 2.0248 7.8137
H -17.6824 -0.7639 -5.2844
H -10.9511 10.0387 -4.0617
H -10.6685 6.1036 10.5968
H -24.2303 -1.0602 9.4414
H -8.4287 4.9841 -6.2392
H -9.5118 4.7851 -0.9179
H -16.5598 6.2760 10.1724
H -15.6271 8.2906 8.2267

---

Here is a molecular structure, C11H17GeNO2Re from OMol25. Energies are from ωB97M-V with the def2-TZVPD basis set.

Expectation value of S²: 0.77
Spin multiplicity: 2
Kohn-Sham gap (alpha / beta) in eV: 6.19 / 6.10
Relative energy (zero: lowest compared OMol25 entry of this formula, charge and spin) in kJ/mol: 112.6

Atoms and positions in Å:
Re -0.6099 0.5223 -0.1980
Ge -2.8066 -1.8494 -0.0103
O 3.5195 1.4076 -0.4885
O 1.5783 0.2290 -0.2963
N 0.0878 2.3387 -0.1237
C -2.1870 -2.5164 1.7205
C 2.3289 1.4666 -0.3204
C 1.4771 2.5909 -0.1787
C -2.6222 0.1333 -0.0725
C 0.9345 -0.1139 0.9765
C -1.7396 -2.6585 -1.4438
C 1.9841 3.9009 -0.0869
C -0.2609 4.6927 0.2211
C 1.1513 4.9591 0.1042
C -4.6863 -2.3128 -0.2684
C -0.7377 3.4441 0.1111
H -0.6720 -2.4627 -1.3112
H 1.1417 -1.1639 1.1759
H -3.1213 0.4593 -0.9972
H -5.0404 -1.9526 -1.2341
H -1.8812 -3.7393 -1.4561
H -2.0351 -2.2630 -2.4158
H -0.9638 5.4957 0.3925
H -5.3019 -1.8650 0.5114
H -1.7958 3.2243 0.1757
H -1.1148 -2.3557 1.8396
H -2.3857 -3.5842 1.8106
H -4.8166 -3.3946 -0.2332
H 1.3179 0.5270 1.7713
H -3.1827 0.5330 0.7776
H 1.5329 5.9660 0.1761
H -2.6967 -2.0017 2.5353
H 3.0563 4.0181 -0.1663